{"formula": "C18H33B4F16N6Zn", "method": "ωB97M-V with the def2-TZVPD basis set", "mol_weight_g_mol": 746.11, "lumo_ha": -0.2890, "total_energy_ha": -4510.9011, "total_charge": 1, "homo_ev": -10.2, "homo_lumo_gap_ev": 2.3, "symbols": ["Zn", "C", "C", "N", "C", "C", "N", "C", "C", "H", "H", "H", "H", "H", "H", "H", "H", "H", "H", "H", "C", "C", "N", "C", "C", "N", "C", "C", "H", "H", "H", "H", "H", "H", "H", "H", "H", "H", "H", "C", "C", "N", "C", "C", "N", "C", "C", "H", "H", "H", "H", "H", "H", "H", "H", "H", "H", "H", "B", "F", "F", "F", "F", "B", "F", "F", "F", "F", "B", "F", "F", "F", "F", "B", "F", "F", "F", "F"], "xyz": [[-0.16, 5.46, 0.26], [-3.41, 1.53, 7.38], [-2.89, 0.22, 8.04], [-1.49, 0.18, 8.52], [-0.91, -1.05, 8.90], [0.31, -0.78, 9.39], [0.61, 0.55, 9.09], [-0.55, 1.19, 8.67], [1.81, 1.25, 9.49], [-3.16, 2.36, 8.04], [-4.44, 1.54, 7.05], [-2.89, 1.63, 6.42], [-3.02, -0.62, 7.35], [-3.63, -0.01, 8.82], [-1.53, -1.93, 8.84], [1.00, -1.44, 9.89], [-0.65, 2.23, 8.41], [2.26, 0.86, 10.40], [1.65, 2.33, 9.57], [2.60, 1.05, 8.77], [8.36, -1.27, -3.77], [8.12, -0.38, -2.56], [7.01, -0.86, -1.64], [5.76, -1.39, -1.97], [5.09, -1.76, -0.85], [5.76, -1.30, 0.24], [6.91, -0.80, -0.25], [5.24, -1.26, 1.65], [8.41, -2.34, -3.56], [9.41, -1.17, -4.07], [7.63, -1.08, -4.55], [7.95, 0.64, -2.90], [9.02, -0.43, -1.95], [5.59, -1.51, -3.03], [4.27, -2.46, -0.78], [7.76, -0.36, 0.26], [5.59, -0.35, 2.14], [5.60, -1.99, 2.38], [4.16, -1.34, 1.56], [-6.72, -6.77, -9.84], [-6.26, -7.15, -8.51], [-5.28, -6.27, -7.96], [-4.76, -6.62, -6.73], [-3.69, -5.86, -6.39], [-3.53, -4.91, -7.45], [-4.44, -5.30, -8.43], [-2.58, -3.81, -7.40], [-7.42, -5.93, -9.90], [-7.33, -7.53, -10.33], [-5.96, -6.58, -10.59], [-5.91, -8.19, -8.52], [-7.14, -7.26, -7.88], [-5.28, -7.35, -6.13], [-3.06, -5.78, -5.52], [-4.65, -4.73, -9.32], [-1.56, -4.03, -7.07], [-2.96, -3.00, -6.77], [-2.22, -3.55, -8.40], [0.80, 7.92, -3.06], [-0.51, 7.29, -3.00], [1.17, 8.60, -4.17], [0.85, 8.78, -2.00], [1.67, 6.98, -2.60], [1.64, 5.24, 4.37], [0.75, 4.36, 3.90], [1.89, 6.00, 3.34], [1.05, 6.07, 5.18], [2.69, 4.52, 4.91], [-1.21, 1.42, -1.04], [-1.40, 0.00, -0.83], [0.11, 1.79, -0.95], [-1.63, 1.73, -2.31], [-2.06, 2.15, -0.23], [-4.84, 8.51, 2.37], [-4.57, 9.83, 2.20], [-6.15, 8.34, 2.14], [-4.07, 7.69, 1.59], [-4.58, 8.23, 3.69]]}



{"formula": "C18H33Br2NO6S", "method": "ωB97M-V with the def2-TZVPD basis set", "mol_weight_g_mol": 551.34, "lumo_ha": 0.1232, "total_energy_ha": -6757.9304, "total_charge": -2, "homo_ev": 0.1, "homo_lumo_gap_ev": 3.2, "symbols": ["C", "O", "C", "C", "C", "C", "C", "C", "C", "C", "C", "C", "C", "C", "O", "N", "C", "C", "C", "Br", "C", "C", "Br", "H", "H", "H", "H", "H", "H", "H", "H", "H", "H", "H", "H", "H", "H", "H", "H", "H", "H", "H", "H", "H", "H", "H", "H", "H", "H", "H", "H", "H", "H", "H", "H", "H", "O", "S", "O", "O", "O"], "xyz": [[1.27, 1.26, 2.98], [0.60, 2.30, 3.73], [-0.61, 2.72, 3.05], [-1.82, 1.67, 3.26], [-2.60, 1.35, 1.91], [-1.68, 0.73, 0.75], [-2.11, -0.79, 0.38], [-1.33, -1.87, 1.27], [-0.12, -2.51, 0.43], [1.28, -1.94, 0.94], [2.41, -2.30, -0.14], [3.45, -1.09, -0.24], [3.12, -0.07, -1.45], [4.01, 1.21, -1.01], [5.16, 1.52, -1.32], [3.04, 1.94, -0.17], [1.86, 2.09, -1.11], [1.66, 0.55, -1.54], [0.75, 0.34, -2.83], [0.60, 1.95, -4.00], [1.13, -0.92, -3.75], [-0.24, -1.74, -4.00], [1.72, -0.23, -5.52], [1.33, 1.59, 1.90], [0.66, 0.29, 3.02], [2.31, 1.06, 3.40], [-0.44, 2.92, 1.93], [-0.92, 3.72, 3.52], [-1.44, 0.73, 3.78], [-2.55, 2.16, 3.99], [-3.42, 0.57, 2.12], [-3.13, 2.25, 1.47], [-0.57, 0.66, 1.04], [-1.75, 1.35, -0.21], [-1.86, -0.93, -0.73], [-3.23, -0.92, 0.56], [-2.07, -2.69, 1.51], [-0.88, -1.43, 2.23], [-0.14, -3.64, 0.65], [-0.19, -2.29, -0.69], [1.53, -2.43, 1.94], [1.29, -0.82, 1.13], [2.98, -3.19, 0.29], [1.99, -2.64, -1.14], [3.51, -0.50, 0.73], [4.47, -1.55, -0.47], [3.57, -0.37, -2.46], [3.28, 2.94, 0.01], [0.96, 2.67, -0.74], [2.31, 2.80, -1.89], [1.00, 0.18, -0.68], [-0.31, 0.16, -2.44], [1.92, -1.61, -3.33], [-0.03, -2.47, -4.84], [-0.56, -2.29, -3.07], [-1.06, -1.00, -4.31], [-5.73, -1.23, 1.14], [-6.02, -0.29, 0.03], [-5.27, -0.70, -1.18], [-5.61, 1.08, 0.43], [-7.48, -0.30, -0.26]]}



{"formula": "C18H33N2O", "method": "ωB97M-V with the def2-TZVPD basis set", "mol_weight_g_mol": 293.47, "lumo_ha": -0.1910, "total_energy_ha": -890.0367, "total_charge": 1, "homo_ev": -12.5, "homo_lumo_gap_ev": 7.3, "symbols": ["O", "C", "N", "N", "C", "C", "C", "C", "C", "H", "H", "H", "H", "H", "C", "C", "C", "C", "C", "C", "H", "H", "H", "H", "H", "H", "H", "H", "H", "H", "H", "H", "H", "H", "C", "C", "C", "C", "C", "C", "H", "H", "H", "H", "H", "H", "H", "H", "H", "H", "H", "H", "H", "H"], "xyz": [[-1.65, -0.88, 2.87], [-2.39, -0.35, 2.15], [-3.34, 0.07, 1.38], [-4.45, -0.77, 1.64], [-5.59, -0.24, 2.26], [-6.75, -1.13, 2.57], [-6.65, -2.60, 2.18], [-5.39, -3.12, 1.52], [-4.29, -2.13, 1.28], [-5.65, 0.85, 2.56], [-7.67, -0.76, 3.09], [-7.47, -3.35, 2.35], [-5.25, -4.21, 1.24], [-3.35, -2.49, 0.78], [1.64, -0.03, -2.77], [0.41, -0.36, -3.61], [-0.59, 0.80, -3.70], [-1.20, 1.22, -2.36], [-1.94, 0.12, -1.61], [-3.14, -0.43, -2.37], [1.37, 0.18, -1.73], [2.33, -0.88, -2.76], [2.17, 0.84, -3.17], [-0.08, -1.26, -3.22], [0.74, -0.60, -4.63], [-1.38, 0.52, -4.40], [-0.09, 1.67, -4.14], [-1.90, 2.05, -2.55], [-0.42, 1.63, -1.72], [-2.29, 0.53, -0.65], [-1.25, -0.70, -1.36], [-3.86, 0.36, -2.58], [-3.65, -1.20, -1.77], [-2.84, -0.90, -3.31], [6.73, 0.73, 1.21], [5.49, 0.36, 0.41], [4.47, 1.50, 0.33], [3.87, 1.92, 1.68], [3.18, 0.81, 2.47], [1.98, 0.22, 1.75], [6.49, 0.95, 2.26], [7.44, -0.10, 1.21], [7.23, 1.61, 0.79], [5.04, -0.54, 0.82], [5.81, 0.11, -0.61], [3.66, 1.19, -0.34], [4.93, 2.37, -0.13], [3.15, 2.73, 1.49], [4.66, 2.36, 2.30], [2.85, 1.23, 3.43], [3.89, 0.02, 2.71], [1.23, 1.00, 1.54], [1.51, -0.54, 2.37], [2.26, -0.25, 0.80]]}



{"formula": "C18H33O8PSSi", "method": "ωB97M-V with the def2-TZVPD basis set", "mol_weight_g_mol": 468.58, "lumo_ha": 0.0157, "smiles": "CC(=O)OCCCC[SiH2][PH2]=S.O=C1CCCO1.O=C1CCCO1.O=C1CCCO1", "total_energy_ha": -2336.6244, "homo_ev": -7.9, "homo_lumo_gap_ev": 8.3, "symbols": ["C", "C", "O", "O", "C", "C", "C", "C", "Si", "P", "S", "H", "H", "H", "H", "H", "H", "H", "H", "H", "H", "H", "H", "H", "H", "H", "O", "C", "C", "C", "C", "O", "H", "H", "H", "H", "H", "H", "O", "C", "C", "C", "C", "O", "H", "H", "H", "H", "H", "H", "O", "C", "C", "C", "C", "O", "H", "H", "H", "H", "H", "H"], "xyz": [[4.59, -3.49, 3.11], [4.62, -3.33, 1.62], [4.30, -4.20, 0.94], [5.05, -2.15, 1.07], [4.04, -1.16, 0.78], [2.65, -1.41, 1.31], [1.78, -0.20, 0.93], [0.60, 0.04, 1.89], [-0.37, -1.49, 2.39], [-1.41, -2.45, 0.67], [-0.14, -3.41, -0.51], [5.45, -3.06, 3.59], [3.67, -3.14, 3.54], [4.65, -4.55, 3.29], [4.04, -0.96, -0.28], [4.38, -0.24, 1.25], [2.16, -2.28, 0.87], [2.68, -1.45, 2.39], [1.36, -0.41, -0.04], [2.39, 0.69, 0.84], [0.94, 0.55, 2.79], [-0.10, 0.73, 1.43], [0.56, -2.50, 2.94], [-1.37, -1.24, 3.46], [-2.31, -3.41, 1.20], [-2.19, -1.55, -0.06], [-2.06, 0.25, -1.32], [-3.16, 0.62, -1.59], [-3.86, 0.51, -2.93], [-5.03, 1.48, -2.78], [-5.28, 1.43, -1.28], [-3.99, 1.19, -0.68], [-4.20, -0.52, -3.07], [-3.19, 0.79, -3.74], [-5.90, 1.22, -3.37], [-4.71, 2.48, -3.07], [-5.95, 0.61, -1.00], [-5.69, 2.36, -0.89], [-5.10, 1.87, -5.74], [-6.20, 2.25, -6.02], [-6.89, 2.14, -7.37], [-8.05, 3.13, -7.22], [-8.31, 3.09, -5.72], [-7.03, 2.84, -5.12], [-7.24, 1.12, -7.50], [-6.21, 2.41, -8.17], [-8.92, 2.88, -7.82], [-7.72, 4.13, -7.51], [-8.99, 2.28, -5.44], [-8.71, 4.03, -5.34], [5.98, 1.17, 7.11], [6.60, 0.64, 6.24], [8.11, 0.60, 6.08], [8.28, 0.15, 4.63], [7.02, -0.68, 4.41], [6.02, -0.07, 5.24], [8.52, -0.14, 6.78], [8.55, 1.57, 6.27], [9.20, -0.40, 4.44], [8.27, 1.02, 3.98], [7.15, -1.72, 4.72], [6.69, -0.66, 3.37]]}



{"formula": "C18H34AgF9NO8", "method": "ωB97M-V with the def2-TZVPD basis set", "mol_weight_g_mol": 671.32, "lumo_ha": 0.0448, "total_energy_ha": -2408.5626, "total_charge": -1, "homo_ev": -3.7, "de_lowest_ev": 0.0000, "homo_lumo_gap_ev": 4.9, "symbols": ["Ag", "C", "O", "O", "C", "F", "F", "F", "C", "C", "H", "H", "H", "H", "H", "H", "C", "O", "O", "C", "F", "F", "F", "C", "C", "H", "H", "H", "H", "H", "H", "C", "O", "O", "C", "F", "F", "F", "C", "C", "H", "H", "H", "H", "H", "H", "C", "O", "C", "C", "N", "H", "H", "C", "C", "O", "C", "H", "H", "H", "H", "H", "H", "H", "H", "H", "H", "H", "H", "H", "H"], "xyz": [[-6.07, 20.05, -19.83], [-5.78, 21.74, -17.22], [-7.07, 21.16, -17.51], [-4.87, 21.31, -18.09], [-5.98, 23.28, -17.03], [-6.31, 23.99, -18.13], [-6.96, 23.50, -16.09], [-4.86, 23.83, -16.56], [-7.54, 20.23, -16.57], [-9.05, 20.10, -16.61], [-9.50, 20.00, -17.59], [-9.33, 19.22, -16.03], [-9.50, 21.01, -16.18], [-7.30, 20.38, -15.51], [-7.13, 19.25, -16.84], [-5.47, 21.43, -16.20], [-9.02, 19.06, -21.64], [-9.92, 19.31, -20.53], [-7.78, 19.07, -21.16], [-9.43, 17.80, -22.51], [-10.63, 18.04, -23.10], [-8.60, 17.57, -23.53], [-9.62, 16.68, -21.78], [-11.30, 19.18, -20.83], [-12.06, 19.40, -19.49], [-11.46, 19.18, -18.61], [-12.22, 20.48, -19.31], [-13.01, 18.88, -19.54], [-11.55, 18.13, -21.00], [-11.74, 19.83, -21.59], [-9.06, 19.86, -22.41], [-3.38, 18.97, -21.31], [-1.99, 18.67, -21.00], [-4.10, 18.69, -20.22], [-3.46, 20.43, -21.77], [-3.22, 20.55, -23.11], [-4.74, 20.87, -21.60], [-2.64, 21.28, -21.13], [-1.05, 18.64, -22.04], [0.32, 18.32, -21.44], [0.56, 19.09, -20.71], [0.32, 17.35, -20.93], [1.10, 18.31, -22.20], [-0.95, 19.65, -22.46], [-1.20, 17.98, -22.90], [-3.65, 18.29, -22.13], [-7.88, 22.51, -20.80], [-8.26, 22.75, -19.46], [-9.61, 22.87, -19.15], [-9.51, 23.35, -17.71], [-8.95, 24.76, -17.64], [-9.06, 25.00, -16.66], [-7.96, 24.76, -17.90], [-9.75, 25.84, -18.35], [-8.93, 26.45, -19.45], [-7.75, 26.92, -18.85], [-6.74, 27.45, -19.68], [-7.88, 23.39, -21.45], [-8.54, 21.76, -21.23], [-6.90, 22.07, -20.67], [-10.13, 21.92, -19.20], [-10.09, 23.65, -19.74], [-8.71, 22.79, -17.21], [-10.45, 23.30, -17.17], [-9.88, 26.58, -17.56], [-10.75, 25.47, -18.55], [-9.45, 27.35, -19.83], [-8.80, 25.81, -20.33], [-6.06, 27.91, -18.97], [-7.16, 28.21, -20.35], [-6.23, 26.71, -20.31]]}



{"formula": "C18H34AsN4O4PRuS4Sb", "method": "ωB97M-V with the def2-TZVPD basis set", "mol_weight_g_mol": 827.49, "lumo_ha": [-0.0007, -0.0283], "total_energy_ha": -5731.4061, "homo_ev": [-7.1, -7.1], "spin_multiplicity": 2, "de_lowest_ev": 0.7842, "homo_lumo_gap_ev": [7.0, 6.3], "symbols": ["Ru", "O", "C", "C", "C", "C", "C", "C", "C", "N", "C", "C", "N", "H", "H", "H", "H", "H", "H", "H", "S", "As", "S", "S", "S", "N", "C", "P", "O", "O", "C", "N", "H", "H", "H", "H", "H", "H", "H", "H", "H", "H", "C", "C", "C", "O", "C", "H", "H", "H", "H", "H", "H", "H", "H", "C", "Sb", "C", "C", "H", "H", "H", "H", "H", "H", "H", "H", "H"], "xyz": [[0.16, -0.08, -0.57], [-0.25, 0.61, 1.42], [0.45, 0.10, 2.40], [-0.15, -0.78, 3.32], [0.57, -1.36, 4.35], [1.93, -1.08, 4.51], [2.54, -0.20, 3.64], [1.82, 0.40, 2.60], [2.49, 1.32, 1.70], [1.95, 2.35, 1.07], [2.90, 2.98, 0.29], [4.06, 2.32, 0.47], [3.79, 1.30, 1.37], [-1.20, -1.01, 3.19], [0.08, -2.03, 5.03], [2.50, -1.54, 5.31], [3.58, 0.05, 3.78], [2.63, 3.79, -0.37], [5.03, 2.44, 0.02], [4.41, 0.55, 1.62], [2.75, -2.39, -3.67], [1.99, -0.51, -3.19], [2.42, -0.06, -1.03], [-0.23, -0.69, -2.82], [2.39, 1.16, -4.43], [-0.46, 2.03, -3.80], [-1.26, 3.02, -3.03], [-0.44, 3.21, -1.39], [0.39, 4.44, -1.40], [0.24, 1.86, -1.27], [-1.70, 3.39, -0.08], [-0.97, 4.02, 1.03], [-0.58, 1.06, -3.40], [0.58, 2.11, -3.74], [-0.69, 2.00, -4.79], [-2.28, 2.64, -2.95], [-1.27, 3.98, -3.54], [-2.01, 2.39, 0.23], [-2.57, 3.95, -0.42], [0.96, 2.63, 1.14], [-1.58, 4.20, 1.82], [-0.60, 4.91, 0.70], [2.10, -3.82, 0.07], [0.87, -4.41, -0.63], [-0.18, -3.29, -0.58], [0.52, -2.14, -0.05], [1.55, -2.63, 0.82], [2.82, -3.47, -0.68], [2.59, -4.53, 0.73], [0.50, -5.30, -0.12], [1.10, -4.67, -1.67], [-1.01, -3.53, 0.09], [-0.54, -3.01, -1.57], [1.10, -2.89, 1.78], [2.27, -1.82, 0.96], [-3.44, -1.94, -1.93], [-2.56, -0.84, -0.33], [-3.42, -1.95, 1.28], [-4.07, 0.68, -0.32], [-4.49, -2.13, -1.68], [-2.92, -2.88, -2.10], [-3.38, -1.34, -2.84], [-4.49, -2.02, 1.08], [-3.26, -1.45, 2.23], [-3.01, -2.96, 1.33], [-5.04, 0.20, -0.38], [-3.94, 1.33, -1.19], [-4.02, 1.28, 0.58]]}